69
Properties=species:S:1:pos:R:3 method="wB97M-V/def2-TZVPD" multiplicity=1 e_tot_ev=-56171.1266 homo_lumo_gap_ev=7.206 e_lumo_ev=2.472 charge=-1 e_above_lowest_ev=0.000
C 1.779 -1.425 1.661
C 1.323 -2.618 0.735
C -0.086 -3.187 1.091
F -0.360 -3.202 2.469
N -1.083 -2.500 0.285
C -1.678 -1.334 0.936
C -1.921 -0.162 -0.110
O -2.106 0.970 0.367
O -1.889 -0.363 -1.349
C -2.988 -1.624 1.730
F -2.748 -1.436 3.072
F -3.441 -2.901 1.612
F -4.024 -0.814 1.435
H 1.491 -0.485 1.150
H 2.855 -1.513 1.835
H 1.268 -1.426 2.645
H 2.101 -3.407 0.655
H 1.228 -2.191 -0.287
H -0.095 -4.250 0.748
H -1.772 -3.135 -0.102
H -0.943 -0.928 1.656
O 4.087 -2.415 3.410
C 4.891 -1.528 3.390
O 4.622 -0.283 2.925
C 5.817 0.510 2.933
C 6.728 -0.155 3.949
C 6.339 -1.621 3.820
H 6.242 0.507 1.927
H 5.572 1.534 3.208
H 7.786 0.038 3.771
H 6.485 0.201 4.954
H 6.909 -2.127 3.038
H 6.433 -2.151 4.765
O 3.873 2.536 -0.563
C 2.812 2.151 -0.988
O 2.294 0.938 -0.711
C 1.070 0.749 -1.462
C 0.589 2.142 -1.793
C 1.897 2.910 -1.925
H 1.300 0.163 -2.356
H 0.349 0.205 -0.861
H -0.031 2.180 -2.673
H 0.010 2.540 -0.956
H 2.302 2.853 -2.939
H 1.793 3.945 -1.613
O -0.892 3.830 -3.403
C -1.129 4.742 -2.666
O -0.374 5.056 -1.580
C -0.992 6.125 -0.851
C -1.892 6.823 -1.853
C -2.314 5.677 -2.759
H -1.551 5.697 -0.016
H -0.223 6.788 -0.457
H -2.726 7.349 -1.389
H -1.313 7.551 -2.427
H -3.200 5.164 -2.381
H -2.471 6.006 -3.784
O -3.801 -6.465 -1.758
C -4.208 -5.344 -1.884
O -3.957 -4.573 -2.971
C -4.487 -3.250 -2.761
C -5.562 -3.418 -1.704
C -5.016 -4.567 -0.870
H -3.675 -2.596 -2.430
H -4.888 -2.865 -3.698
H -5.750 -2.509 -1.134
H -6.502 -3.720 -2.174
H -4.351 -4.214 -0.081
H -5.812 -5.180 -0.454